The following is a quantum chemistry calculation of a molecular structure, C64H72Cl6F3N11NiO3, from OMol25.

Each line ends with the Mulliken charge.
Atoms and positions in Å:
Ni -3.4183 -3.3471 0.2266  0.55
C -1.1867 -0.4578 0.3447  -0.50
O -0.4744 -0.3883 -0.8828  0.44
O -1.9790 -1.6219 0.2378  1.47
C -0.2142 -0.3195 1.6345  -0.07
F -0.8228 -0.6689 2.7867  0.06
F 0.8408 -1.1111 1.5108  0.15
F 0.1106 0.9926 1.8382  0.07
C 0.0459 0.9197 -1.2132  0.73
C 0.5322 1.0274 -2.6855  -1.71
H 1.4436 0.4406 -2.8001  0.18
H -0.1708 0.6691 -3.4376  0.45
H 0.7654 2.0401 -3.0143  0.43
H 0.8720 1.2486 -0.5828  -0.47
H -0.7186 1.6822 -1.0644  -0.06
H -1.8145 0.4096 0.5481  -0.39
C -2.8554 -2.6430 4.0329  -0.36
C -4.1262 -2.2321 3.1940  0.21
O -4.5188 -3.2038 2.2464  -0.45
H -3.0786 -3.4506 4.7302  0.54
H -2.5277 -1.7567 4.5761  0.20
H -2.0074 -2.9679 3.4301  -0.43
H -3.7761 -1.2956 2.7600  -0.15
H -4.9327 -2.1665 3.9243  0.44
N -7.0799 3.1134 0.7501  -0.60
C -6.1305 3.3278 -0.2093  -0.34
C -4.8020 2.9699 0.0060  -0.08
C -4.4099 2.4431 1.2004  -0.07
C -5.4109 2.3093 2.1694  -0.54
C -6.6839 2.6104 1.9438  -0.46
H -6.4667 3.7169 -1.1590  0.48
H -4.1030 3.1024 -0.8066  0.21
H -3.4187 2.0478 1.3668  0.72
H -5.3103 1.7760 3.1031  0.31
H -7.4995 2.4074 2.6221  0.41
N -4.6651 -2.0904 -1.1994  0.07
C -4.9050 -0.7526 -0.9804  -0.41
C -5.5754 0.0982 -1.9110  -0.28
C -6.0319 -0.5002 -3.0620  -0.54
C -5.8677 -1.8727 -3.2584  -0.72
C -5.2205 -2.6253 -2.2837  -0.06
H -4.5372 -0.3608 -0.0436  0.31
H -5.7018 1.1675 -1.8269  0.28
H -6.5802 0.0847 -3.7857  0.44
H -6.1768 -2.3224 -4.1903  0.43
H -5.1553 -3.6892 -2.4581  0.39
N -2.6319 4.4666 5.3416  -0.59
C -1.3521 4.0966 5.4162  -0.37
C -1.0074 2.7157 5.3478  -0.28
C -1.9630 1.7353 5.2127  0.01
C -3.2851 2.1782 5.2460  -0.39
C -3.5834 3.5232 5.3514  -0.53
H -0.6004 4.8717 5.4374  0.45
H 0.0578 2.5380 5.3611  0.42
H -1.8195 0.6719 5.0904  0.31
H -4.0586 1.4308 5.1491  0.50
H -4.5802 3.9083 5.5081  0.40
N 4.3382 -2.8386 -5.9850  -0.55
C 3.4645 -2.0388 -5.3084  -0.34
C 2.3708 -2.4866 -4.5913  -0.02
C 2.3065 -3.8471 -4.4177  -0.36
C 3.1533 -4.7031 -4.9812  -0.57
C 4.1539 -4.1729 -5.8143  -0.47
H 3.5657 -0.9930 -5.5585  0.41
H 1.6249 -1.8786 -4.1011  0.38
H 1.5869 -4.1892 -3.6887  0.66
H 3.1309 -5.7683 -4.8043  0.42
H 4.8394 -4.7973 -6.3680  0.40
N 2.8266 3.2266 -0.0565  -0.05
C 3.1356 2.1003 0.6207  0.26
C 4.3907 1.9504 1.3640  -0.57
C 5.3191 2.9626 1.2830  -0.73
C 4.9875 4.1682 0.6027  -0.64
C 3.7402 4.2582 -0.0715  -0.47
H 2.4211 1.3093 0.7944  0.18
H 4.5787 1.0501 1.9302  0.58
H 6.2997 2.9637 1.7355  0.42
H 5.7664 4.9134 0.6687  0.44
H 3.5592 5.2066 -0.5553  0.35
N -2.4086 -3.9643 -1.6591  0.57
C -1.9105 -3.0538 -2.5603  0.02
C -1.4391 -3.4778 -3.8396  -1.18
C -1.4127 -4.7900 -4.1569  -0.16
C -1.9141 -5.7384 -3.2753  -1.10
C -2.4912 -5.2636 -2.0716  -0.47
H -1.6303 -2.0187 -2.4324  0.46
H -1.0557 -2.8058 -4.5932  0.60
H -0.9340 -5.0376 -5.0928  0.45
H -1.9065 -6.8009 -3.4688  0.49
H -2.8793 -5.9454 -1.3292  0.35
N 4.6618 -4.1156 -0.4703  -0.64
C 3.4090 -4.1327 -1.0597  -0.78
C 2.5542 -3.0214 -0.9634  -0.55
C 2.9670 -1.8725 -0.3472  0.71
C 4.1970 -1.8632 0.3406  -0.57
C 5.0040 -2.9805 0.2220  -0.47
H 3.0632 -5.0398 -1.5331  0.49
H 1.5261 -3.0271 -1.2942  0.85
H 2.3273 -1.0044 -0.2883  0.29
H 4.6015 -0.9731 0.7996  0.23
H 5.9484 -2.9362 0.7441  0.41
N -2.0089 -4.6487 1.1256  0.60
C -2.1029 -5.9779 1.1016  -0.72
C -1.0870 -6.8542 1.3624  -0.97
C 0.1794 -6.3209 1.5530  -0.57
C 0.3805 -4.9537 1.5151  -0.76
C -0.7368 -4.1281 1.4314  0.40
H -3.0579 -6.2750 0.6940  0.68
H -1.2731 -7.9110 1.2402  0.46
H 1.0075 -7.0087 1.6401  0.51
H 1.3772 -4.5594 1.3835  0.65
H -0.5707 -3.0616 1.3938  -0.18
N 4.3274 1.3036 -4.0929  -0.06
C 4.2514 2.0284 -2.9724  -0.34
C 5.4046 2.5081 -2.3066  -0.09
C 6.6701 2.3387 -2.9636  -0.54
C 6.7492 1.5582 -4.1030  -0.69
C 5.5447 1.0403 -4.6233  -0.25
H 3.1916 2.0553 -2.7666  0.33
H 5.3238 2.9923 -1.3445  0.39
H 7.5323 2.8451 -2.5555  0.41
H 7.7166 1.3853 -4.5510  0.42
H 5.4754 0.4689 -5.5371  0.44
N 2.7789 2.9982 5.2916  -0.53
C 3.4653 2.7457 6.4151  -0.42
C 3.7762 1.5106 6.8568  -0.49
C 3.4298 0.4851 5.9861  -0.49
C 2.7294 0.6559 4.7998  -0.36
C 2.4481 1.9319 4.5212  -0.37
H 3.6254 3.6103 7.0422  0.39
H 4.4152 1.3061 7.7031  0.41
H 3.7857 -0.5134 6.1930  0.40
H 2.5269 -0.0798 4.0356  0.53
H 1.7496 2.0532 3.7066  0.93
N 0.1448 5.9379 2.2471  -0.43
C 0.1172 4.8163 1.4831  -0.51
C -0.6649 4.5905 0.3506  -0.09
C -1.3701 5.6705 -0.1843  -0.53
C -1.2860 6.9172 0.4797  -0.48
C -0.6328 6.9240 1.7246  -0.39
H 0.5622 3.9669 1.9799  0.63
H -0.7900 3.6391 -0.1451  0.63
H -1.9533 5.5334 -1.0829  0.39
H -1.8537 7.7819 0.1691  0.39
H -0.6976 7.8638 2.2527  0.37
C 0.7861 -3.1742 4.7719  0.79
Cl 2.4991 -3.5970 4.6732  -0.17
Cl -0.2895 -4.5013 5.1922  -0.16
H 0.6678 -2.4030 5.5331  0.34
H 0.4549 -2.8492 3.7856  -0.83
C 1.2848 2.7578 -5.9860  -0.09
Cl 0.5752 3.2563 -7.5018  -0.16
Cl 1.1600 1.0082 -5.8492  -0.08
H 2.3474 2.9820 -6.0794  0.32
H 0.7888 3.2625 -5.1569  -0.01
C -2.4625 3.2398 -4.7639  -0.29
Cl -3.1594 2.6821 -3.2146  -0.03
Cl -1.6097 4.7370 -4.4014  -0.14
H -1.6832 2.5560 -5.1006  0.06
H -3.2302 3.4441 -5.5102  0.39

Values from the calculation:
Calculated total energy   -7878.58250 Ha
Total charge   +1
Maximum force   3.87 eV/A
2S+1   4
LUMO level (alpha / beta)   -2.5976 / -5.3820 eV
⟨S²⟩   3.759